Density functional theory data (ωB97M-V/def2-TZVPD) for a structure of composition C32H53N7O3P2SSi2Sr in a non-equilibrium geometry.

For the orbital gap, the calculation gives 3.90 eV. The relative energy (zero: lowest compared OMol25 entry of this formula, charge and spin) is 5.073 eV. As for the spin multiplicity: 1.

Last column: Mulliken charge in e.
Geometry (Å):
Sr (-0.193, 1.490, -0.163)  2.161
C (-3.035, -0.786, -3.630)  -0.635
N (-2.989, 0.644, -3.628)  0.037
C (-4.253, 1.284, -3.752)  -1.162
P (-1.510, 1.415, -2.814)  1.384
O (-0.125, 0.637, -2.528)  -0.570
O (-1.648, 2.872, -1.198)  -0.537
P (-2.719, 2.848, -0.014)  0.481
O (-1.942, 3.136, 1.250)  -0.830
N (-3.790, 3.987, -0.618)  0.197
C (-3.185, 5.308, -0.780)  -0.970
C (-5.071, 4.089, 0.080)  -0.941
N (-3.520, 1.288, 0.121)  0.234
C (-4.124, 1.084, 1.445)  -0.925
C (-2.395, 0.290, 0.072)  -1.917
N (-1.114, 2.528, -4.062)  0.169
C (-0.088, 3.493, -3.725)  -1.041
C (-2.102, 3.121, -4.936)  -1.082
H (-3.852, -1.161, -2.990)  0.335
H (-2.093, -1.190, -3.241)  -0.248
H (-3.195, -1.200, -4.642)  0.298
H (-4.649, 1.249, -4.783)  0.302
H (-4.194, 2.335, -3.449)  0.302
H (-4.993, 0.797, -3.095)  0.328
H (-2.255, 5.218, -1.334)  0.111
H (-2.978, 5.789, 0.184)  0.286
H (-3.880, 5.927, -1.349)  0.409
H (-5.610, 3.144, 0.002)  0.240
H (-5.671, 4.855, -0.412)  0.401
H (-4.963, 4.363, 1.138)  0.328
H (-5.059, 1.638, 1.527)  0.349
H (-3.448, 1.393, 2.252)  0.229
H (-4.335, 0.019, 1.543)  0.277
H (-1.782, 0.464, -1.003)  -0.142
H (-2.733, -0.743, 0.094)  0.694
H (-1.746, 0.441, 1.022)  0.113
H (0.649, 3.044, -3.059)  0.214
H (-0.503, 4.390, -3.240)  0.200
H (0.432, 3.806, -4.636)  0.366
H (-2.752, 2.357, -5.348)  0.280
H (-1.577, 3.605, -5.766)  0.399
H (-2.710, 3.890, -4.433)  0.250
C (0.598, -5.051, 0.306)  -0.593
N (0.898, -4.584, -1.030)  0.266
C (1.550, -5.302, -2.016)  -0.575
C (1.654, -4.498, -3.089)  -0.297
N (1.051, -3.295, -2.761)  0.545
C (0.595, -3.335, -1.475)  -0.976
S (-0.270, -2.189, -0.637)  0.160
C (1.162, -2.112, -3.567)  -0.115
C (0.228, -1.895, -4.562)  -0.370
C (0.395, -0.779, -5.366)  -0.312
C (1.460, 0.064, -5.110)  -0.208
C (2.304, -0.234, -4.051)  -0.492
N (2.185, -1.322, -3.298)  -0.572
H (1.223, -5.916, 0.517)  0.359
H (-0.456, -5.317, 0.394)  0.283
H (0.808, -4.251, 1.014)  0.102
H (1.886, -6.310, -1.858)  0.434
H (2.095, -4.659, -4.056)  0.430
H (-0.604, -2.575, -4.684)  0.475
H (-0.305, -0.564, -6.162)  0.332
H (1.627, 0.953, -5.700)  0.374
H (3.105, 0.445, -3.782)  0.441
C (-0.047, 2.462, 3.802)  -0.839
Si (0.398, 0.876, 4.713)  0.512
C (-0.921, 0.522, 6.015)  -1.141
C (2.041, 1.111, 5.604)  -1.134
H (0.354, 3.346, 4.300)  0.532
H (-1.127, 2.595, 3.730)  0.244
H (0.339, 2.431, 2.782)  -0.014
H (-1.012, 1.397, 6.663)  0.407
H (-0.655, -0.334, 6.637)  0.302
H (-1.900, 0.323, 5.579)  0.307
H (1.911, 1.827, 6.418)  0.380
H (2.803, 1.506, 4.929)  0.299
H (2.426, 0.177, 6.017)  0.283
C (-3.252, -3.597, 3.165)  -0.748
C (-3.342, -2.215, 3.223)  -0.966
C (-2.185, -1.450, 3.274)  -0.213
C (-0.921, -2.040, 3.263)  0.792
C (-0.855, -3.433, 3.195)  -0.024
C (-2.005, -4.205, 3.151)  -0.885
Si (0.622, -0.960, 3.238)  -0.401
C (2.076, -1.938, 3.927)  0.507
C (1.918, -2.805, 5.012)  0.059
C (3.014, -3.386, 5.631)  -0.645
C (4.297, -3.103, 5.184)  -0.456
C (4.477, -2.241, 4.112)  -0.555
C (3.375, -1.668, 3.492)  -0.542
H (-4.151, -4.199, 3.131)  0.392
H (-4.312, -1.733, 3.236)  0.498
H (-2.273, -0.369, 3.325)  0.409
H (0.111, -3.926, 3.178)  0.575
H (-1.930, -5.285, 3.106)  0.456
H (0.943, -0.616, 1.809)  -0.343
H (0.924, -3.024, 5.388)  0.403
H (2.867, -4.055, 6.470)  0.385
H (5.154, -3.548, 5.673)  0.381
H (5.475, -2.008, 3.763)  0.410
H (3.536, -0.994, 2.657)  0.308

---

Density functional theory data (ωB97M-V/def2-TZVPD) for a structure of composition C32H54N2O3P2Re in a non-equilibrium geometry.

For the orbital gap (spin up / spin down), the calculation gives 6.55 / 5.32 eV. As for the expectation value of S²: 3.77. As for the spin multiplicity: 4. The total charge is +2.

Last column: Mulliken charge in e.
Geometry (Å):
Re (-2.458, 0.591, 0.809)  0.739
C (-1.932, -0.077, 2.725)  0.840
C (-2.644, -1.168, 1.948)  1.282
C (-0.348, -1.671, 2.167)  1.551
C (-0.528, -0.376, 2.681)  0.119
C (-1.567, -2.163, 1.701)  0.403
C (-2.500, 0.592, 3.970)  -1.778
H (-3.593, 0.714, 3.929)  0.378
H (-2.049, 1.576, 4.121)  0.352
H (-2.231, -0.041, 4.819)  0.473
C (0.524, 0.514, 3.208)  -2.012
H (0.578, 1.428, 2.610)  0.285
H (1.519, 0.067, 3.160)  0.325
H (0.318, 0.805, 4.239)  0.472
C (0.917, -2.466, 2.251)  -1.811
H (0.821, -3.260, 3.016)  0.442
H (1.761, -1.828, 2.546)  0.341
H (1.181, -2.940, 1.290)  0.196
C (-1.744, -3.587, 1.339)  -1.765
H (-1.504, -4.283, 2.167)  0.432
H (-1.070, -3.864, 0.521)  0.146
H (-2.776, -3.778, 1.025)  0.396
C (-4.015, -1.691, 2.388)  -1.700
H (-3.902, -2.565, 3.029)  0.462
H (-4.585, -2.022, 1.535)  0.414
H (-4.588, -0.952, 2.938)  0.344
C (-2.687, 2.721, -1.695)  0.722
C (-3.516, 2.954, -0.651)  -2.004
C (-4.906, 2.408, -0.509)  -0.964
C (-5.041, 0.881, -0.762)  -1.160
C (-3.915, -0.034, -0.318)  0.469
C (-2.582, 0.081, -1.142)  1.216
C (-2.796, 0.409, -2.636)  -1.302
C (-3.069, 1.892, -2.883)  -1.372
H (-5.512, 2.939, -1.251)  0.435
H (-5.231, 0.696, -1.831)  0.339
H (-5.261, 2.721, 0.477)  0.281
H (-4.123, 2.045, -3.136)  0.384
H (-1.768, 3.331, -1.838)  1.097
H (-3.227, 3.808, 0.011)  0.836
H (-2.504, 2.227, -3.762)  0.489
H (-1.970, 0.049, -3.262)  -0.043
H (-1.839, -0.735, -1.145)  -0.859
H (-3.630, -0.202, -2.956)  0.790
H (-5.892, 0.549, -0.158)  0.480
H (-4.298, -1.089, -0.117)  0.512
P (0.906, 1.324, -0.425)  0.863
P (0.501, -2.508, -1.769)  1.446
C (0.400, 0.653, -2.064)  -0.492
C (0.553, -0.772, -2.601)  -2.119
H (0.952, 1.329, -2.753)  0.920
H (-0.674, 0.964, -2.156)  -0.741
H (-0.239, -0.943, -3.356)  0.760
H (1.514, -0.833, -3.150)  0.668
C (0.978, -3.626, -3.154)  -1.397
H (1.107, -4.618, -2.681)  0.422
H (1.921, -3.327, -3.629)  0.418
H (0.160, -3.687, -3.891)  0.441
C (-1.255, -2.974, -1.934)  -1.351
H (-1.618, -2.743, -2.943)  0.664
H (-1.923, -2.499, -1.206)  0.007
H (-1.346, -4.052, -1.769)  0.534
C (0.476, 3.133, -0.397)  -1.280
H (-0.176, 3.399, 0.473)  0.227
H (-0.081, 3.461, -1.308)  0.381
H (1.422, 3.686, -0.320)  0.496
C (-2.406, 2.427, 1.730)  -1.086
H (-3.487, 2.711, 1.946)  0.156
H (-2.040, 2.812, 0.741)  -0.582
H (-1.763, 2.631, 2.512)  1.066
C (4.873, 1.578, 2.263)  -1.256
C (5.119, 1.691, 0.773)  -0.970
C (4.724, 0.496, -0.108)  2.744
C (4.963, 0.806, -1.601)  -0.891
C (6.424, 0.937, -2.002)  -1.344
C (5.313, -0.822, 0.393)  -0.273
O (6.247, -0.953, 1.167)  -0.546
N (4.642, -1.935, -0.122)  0.062
C (3.270, -1.953, -0.326)  -0.133
O (2.751, -3.002, -0.765)  -0.669
N (2.591, -0.797, -0.022)  -0.015
C (3.230, 0.315, -0.110)  -0.898
O (2.574, 1.422, -0.492)  -0.003
H (3.815, 1.666, 2.522)  0.219
H (5.394, 2.410, 2.744)  0.456
H (5.280, 0.653, 2.667)  0.357
H (4.579, 2.572, 0.392)  0.405
H (6.193, 1.861, 0.591)  0.519
H (4.463, 0.054, -2.244)  0.311
H (4.457, 1.758, -1.841)  0.350
H (7.025, 0.164, -1.511)  0.307
H (6.511, 0.826, -3.089)  0.426
H (6.797, 1.930, -1.730)  0.358
H (5.066, -2.833, -0.009)  0.389

---

The highest spin multiplicity belongs to which entry? C32H54N2O3P2Re